Entry 1
Formula: H37O18
Source: the OMol25 dataset
Level of theory: the ωB97M-V functional and the def2-TZVPD basis

```
55
Properties=species:S:1:pos:R:3:mulliken_charge:R:1
O -1.67288 -1.99559 -2.85442 -0.6990
H 2.11647 -2.18562 -3.56069 0.3270
H -1.46749 -1.56518 -3.68106 0.3006
O 1.70849 -0.07988 -0.11803 -0.3522
H -0.90535 1.53228 -0.39170 0.3560
O 3.10832 1.66991 -1.22478 -0.6620
H 3.62950 2.10759 -0.53864 0.2824
H 0.81910 -5.57661 1.65371 0.2923
O 1.20685 2.58242 4.50559 -0.5745
H 2.15610 -0.46987 -0.92767 0.4280
H 1.18618 3.00845 5.36582 0.2878
O -1.84360 -1.23284 3.64503 -0.5936
H -2.60218 -0.63452 3.57236 0.2868
H -2.10370 -2.16137 3.68497 0.3062
O -0.12035 1.84333 -0.90651 -0.6526
H -0.10250 0.99655 -1.45079 0.2138
H 0.83270 -0.16593 -0.60791 0.2363
O 2.32402 -2.43045 2.09150 -0.6012
H -3.01373 1.86453 -1.55189 0.2867
H -1.27290 2.71577 -3.74041 0.3059
O 3.91956 -2.54675 -0.10445 -0.5792
H 3.48255 -3.01988 0.63862 0.3434
H 4.57787 -3.22765 -0.37780 0.2947
O -2.97215 2.73346 4.10302 -0.6192
H -2.83132 1.97358 4.67194 0.3101
H -0.10862 -4.36281 1.68314 0.3211
O 0.75176 -4.64467 1.35792 -0.6628
H 1.69323 -3.11238 1.78365 0.3479
H 0.69003 1.76071 4.44792 0.3025
O -3.79362 -2.06971 0.78512 -0.5883
H -3.38490 -1.20159 0.75652 0.2976
H -3.17247 -2.72574 0.46812 0.3201
O -3.26716 3.65772 -0.65360 -0.5694
H -3.31493 4.29882 -1.36004 0.2930
H -3.71889 3.75405 0.17726 0.2785
O 2.61416 -1.42840 -3.89544 -0.6436
H -3.85854 2.71665 3.70470 0.3113
H 2.89040 -1.51773 -4.80926 0.2859
O 1.16877 0.60704 -2.89258 -0.6566
H 1.76251 0.06287 -3.44285 0.3415
H 1.59703 1.46062 -2.73815 0.3462
O 2.18326 1.49491 2.06934 -0.6424
H 2.54084 2.42520 2.13282 0.2993
H 1.25201 1.67514 1.85682 0.3052
O -1.25253 -2.27213 -0.26464 -0.6117
H -2.26749 -1.66033 -2.15524 0.2961
H -1.45490 -2.49274 -1.18597 0.4754
O -2.90283 0.96084 -1.22056 -0.5334
H 3.77208 1.11383 -1.67181 0.3478
H -3.81196 0.63631 -1.26711 0.2676
O -0.92575 3.40259 -4.33825 -0.6141
H 1.97443 0.89775 -0.24515 0.7363
H -1.14205 4.22784 -3.88142 0.3116
H 2.41631 -2.97879 2.92862 0.2960
H -0.54652 -2.81333 0.10986 0.2163
```

Results
- HOMO-LUMO gap (eV) = 10.52
- lowest unoccupied orbital energy (Eh) = -0.0996
- total charge = +1

=====

Entry 2
Formula: H37O18
Source: the OMol25 dataset
Level of theory: the ωB97M-V functional and the def2-TZVPD basis

```
55
Properties=species:S:1:pos:R:3:mulliken_charge:R:1
O -0.35505 -0.91224 -3.78052 -0.5834
H 4.21500 2.12716 0.77611 0.3358
H 0.33923 -0.53332 -3.26304 0.2871
O 1.13010 0.90897 1.87754 -0.7058
H -1.67985 -4.79917 1.21184 0.3371
O -2.75755 -2.02481 -1.33308 -0.6392
H -3.63611 -2.37809 -1.35993 0.3010
H 0.68878 2.66809 -1.24137 0.3233
O 3.62858 -0.07820 3.78591 -0.6035
H 1.54708 1.49656 1.12023 0.3009
H 3.99592 0.70034 3.46726 0.3086
O -0.04889 -1.93510 0.65498 -0.8345
H -0.99344 -1.88380 0.64703 0.2220
H 0.09131 -2.71180 0.13351 0.4564
O -2.03278 -4.66406 0.31963 -0.5236
H -2.43683 -5.44075 -0.01310 0.2726
H 1.89702 2.40246 -2.11690 0.2171
O 1.73704 5.42404 -1.20642 -0.6149
H -3.45140 0.98199 -1.48836 0.4744
H -2.07836 1.09212 -2.37634 0.7095
O 3.22181 -2.64549 -3.04418 -0.6147
H 3.18858 -3.41882 -2.46356 0.3121
H 4.15477 -2.41924 -2.94626 0.3117
O -0.09658 -4.27787 1.83832 -0.6258
H 0.73468 -3.83704 1.58739 0.2874
H -0.66617 1.37603 -1.74403 0.2981
O 1.36816 2.00330 -1.42990 -0.5335
H 2.39189 6.13150 -1.11866 0.3146
H 2.78291 -0.28797 3.49163 0.2958
O -1.30769 0.44421 0.35426 -0.6745
H -0.74070 -0.35269 -0.04808 0.4400
H -0.78745 0.61674 1.16150 0.3250
O 5.82847 0.65097 -0.01418 -0.6146
H 6.42136 1.02510 -0.69078 0.3086
H 6.08915 -0.16933 0.47735 0.3137
O 3.98342 2.78681 1.41572 -0.5735
H -0.79739 -3.66556 1.85859 0.1757
H 4.45994 3.58709 1.25800 0.2504
O -4.43854 0.72805 3.25205 -0.6268
H -4.86267 1.61030 3.39896 0.3186
H -3.63502 0.76330 2.74256 0.3078
O -2.55856 -2.68385 3.19652 -0.5810
H -2.34251 -2.69013 4.14344 0.3224
H -1.96415 -3.32273 2.78722 0.3691
O -3.18926 3.68531 -1.35176 -0.6283
H -0.06579 -1.79819 -3.96043 0.2993
H -3.96214 4.31063 -1.31081 0.3071
O -3.11317 0.38602 -2.21602 -0.5833
H -2.37077 -2.56173 -0.65528 0.2606
H -2.80767 -0.36553 -1.64235 0.4729
O -1.25758 2.09300 -2.16280 -0.7830
H 1.11913 1.73038 2.50540 0.3568
H -1.84335 2.26700 -1.28508 0.5474
H 1.76805 4.93871 -2.00525 0.2948
H -2.44533 3.96009 -1.89336 0.3085
```

Results
- HOMO-LUMO gap (eV) = 10.16
- lowest unoccupied orbital energy (Eh) = -0.1047
- total charge = +1

=====

Entry 3
Formula: H37O18
Source: the OMol25 dataset
Level of theory: the ωB97M-V functional and the def2-TZVPD basis

```
55
Properties=species:S:1:pos:R:3:mulliken_charge:R:1
O 4.29054 2.19779 -0.07557 -0.6229
H 0.03058 6.16728 -0.95685 0.3202
H 4.06628 3.04687 -0.59975 0.3073
O -2.56154 -1.76196 0.29173 -0.5664
H -2.08697 -1.54878 3.92717 0.2923
O -2.66712 0.91305 1.23941 -0.6638
H -2.17881 0.02318 1.27102 0.3664
H 1.78532 -2.72652 -4.16900 0.2340
O 3.36694 -3.03803 1.38475 -0.6666
H -3.45422 -1.61058 0.33296 0.4010
H 2.86288 -3.77147 1.33919 0.3006
O 3.14501 -0.75684 0.38406 -0.3734
H 2.07471 -0.43840 0.27274 0.6109
H 3.73310 -0.13029 0.91083 0.3637
O -1.75356 -0.76624 3.47555 -0.5609
H -1.63848 -0.08067 4.25907 0.2992
H 0.74370 -3.64023 -4.52291 0.3038
O 1.42726 -3.68589 2.98067 -0.6647
H -2.02912 -4.17929 1.10106 0.2966
H -1.10526 -1.41484 -1.83434 0.2061
O -5.11184 -1.82123 -0.28402 -0.6510
H -5.80519 -1.81467 -1.05640 0.3072
H -5.61150 -2.24996 0.42907 0.3020
O -0.10451 2.33427 -1.24490 -0.6034
H 0.30746 3.17528 -1.53311 0.2791
H -0.67812 2.20549 -3.62533 0.3097
O 1.03363 -2.97024 -3.93601 -0.5292
H 0.99607 -4.21859 2.37506 0.3222
H 3.79124 -3.06360 2.25883 0.3275
O 2.02924 5.10345 3.39803 -0.6099
H 2.41420 5.53049 2.64947 0.3062
H 1.13288 5.19326 3.26800 0.3079
O 4.16019 1.43304 3.24308 -0.6175
H 3.33960 1.93017 3.35869 0.3213
H 4.64932 1.87455 3.91121 0.3036
O -0.70269 5.70934 -0.55050 -0.6261
H -1.00319 2.69277 -1.00859 0.3165
H -1.07782 5.20081 -1.26988 0.2949
O 0.63971 0.19513 0.38901 -0.6161
H 0.95098 1.17079 0.61265 0.3471
H -0.04226 0.17405 -0.01839 0.2039
O -2.47401 0.14722 -4.94167 -0.6045
H -2.96408 0.59433 -5.64316 0.3039
H -2.88688 -0.75777 -5.05800 0.2937
O -1.28736 2.71795 -4.15922 -0.6245
H 4.65449 2.30599 0.80673 0.3403
H 2.84594 -1.61723 0.80950 0.4885
O -0.64304 -0.73866 -2.19149 -0.5134
H -3.35760 1.04229 0.53315 0.2877
H -0.40113 -1.21931 -3.09407 0.3044
O -1.39276 -4.87787 1.13243 -0.5967
H -2.39407 -1.76063 -0.62441 0.1480
H -1.96285 -5.61571 1.36843 0.3114
H 0.88949 -2.85747 2.92031 0.3298
H -1.98478 2.05412 -4.23631 0.3517
```

Results
- HOMO-LUMO gap (eV) = 10.41
- lowest unoccupied orbital energy (Eh) = -0.0897
- total charge = +1

=====

Verdict on stability: entry 3 comes out at the bottom.

=====

Entry 1
Formula: C2H4N2O2S
Source: the OMol25 dataset
Level of theory: the ωB97M-V functional and the def2-TZVPD basis

```
11
Properties=species:S:1:pos:R:3:mulliken_charge:R:1
C 3.27025 -0.29067 -0.05333 0.4708
C -0.82702 1.18236 -0.14431 -0.2748
N 2.36273 0.20572 -0.61483 -0.4989
N -2.85049 -0.24004 0.72673 -0.5380
O 3.90486 -0.86229 0.72359 -0.3716
O -0.33307 0.00391 0.30267 -0.3003
S -2.43399 1.21114 -0.09949 0.1112
H 0.52413 0.00968 -0.04519 0.5451
H 2.07063 0.29623 -1.59287 0.2763
H -3.62545 -0.59844 0.12651 0.2725
H -2.06259 -0.91759 0.67051 0.3078
```

Results
- HOMO-LUMO gap (eV) = 9.19
- lowest unoccupied orbital energy (Eh) = 0.0136

=====

Entry 2
Formula: C2H4N2O2S
Source: the OMol25 dataset
Level of theory: the ωB97M-V functional and the def2-TZVPD basis

```
11
Properties=species:S:1:pos:R:3:mulliken_charge:R:1
H -0.78274 -2.08002 -2.28656 0.2691
N -0.50406 -1.59507 -1.39800 -0.3665
N -1.06801 -0.49241 -1.55567 0.0501
S -0.87132 0.68446 -0.35284 1.0791
O -0.22240 1.87779 -0.88133 -0.5909
O -2.17003 0.84433 0.25257 -0.5809
C 0.31727 -0.04897 0.94876 -0.3224
C 1.45912 0.54343 1.19740 -0.4910
H 0.09068 -1.01567 1.34906 0.3305
H 1.92627 -0.06072 1.97343 0.2039
H 1.82522 1.34286 0.75317 0.4190
```

Results
- HOMO-LUMO gap (eV) = 9.72
- SMILES = [H]/N=N/S(=O)(=O)C=C
- lowest unoccupied orbital energy (Eh) = -0.0273

=====

Verdict on stability: entry 2 comes out at the bottom.

=====

Entry 1
Formula: C8H18O4SSi
Source: the OMol25 dataset
Level of theory: the ωB97M-V functional and the def2-TZVPD basis

```
32
Properties=species:S:1:pos:R:3:mulliken_charge:R:1
C 3.56728 0.29493 0.38722 0.1970
C 3.71560 0.56404 -1.05213 -0.5196
C -3.37184 0.76026 1.06159 -1.1104
C 0.99859 -3.27951 0.28932 -1.0385
C 0.39541 3.25986 0.16790 -0.8348
C -2.13053 -0.03604 1.42977 -0.0238
C 1.21539 -2.51162 -0.99810 -0.0667
C -0.24604 2.40519 -0.94732 -0.1525
O 0.94198 0.08940 1.46365 -0.4597
O -1.47364 -0.43383 0.28731 -0.3433
O 0.68900 -1.25236 -0.99393 -0.3203
O 0.37868 1.15780 -0.98096 -0.1581
Si 0.16308 -0.13013 0.01936 0.4004
S 2.78674 0.17330 1.68723 -0.1011
H 2.83101 0.19492 -1.67225 0.1753
H 4.70234 0.17008 -1.34194 0.3027
H 3.68232 1.70409 -1.06323 0.2740
H -3.29510 1.83853 0.76052 0.2767
H -3.96600 0.21024 0.39501 0.2836
H -4.04723 0.91138 1.96937 0.3487
H -0.03518 -3.55518 0.53599 0.2815
H 1.50349 -4.23913 0.44908 0.3694
H 1.36312 -2.65695 1.16776 0.1769
H 1.13447 2.61171 0.48715 0.1338
H 0.79281 4.22980 -0.10052 0.3165
H -0.35861 3.45396 0.91528 0.2728
H -2.55180 -1.05022 1.80216 0.2087
H -1.39690 0.33068 2.29481 0.2018
H 0.76828 -3.18788 -1.77052 0.2112
H 2.22344 -2.29380 -1.09206 0.3061
H -0.25809 2.83745 -1.99785 0.3132
H -1.35644 2.28339 -0.81024 0.0785
```

Results
- HOMO-LUMO gap (eV) = 9.14
- lowest unoccupied orbital energy (Eh) = 0.0027

=====

Entry 2
Formula: C8H18O4SSi
Source: the OMol25 dataset
Level of theory: the ωB97M-V functional and the def2-TZVPD basis

```
32
Properties=species:S:1:pos:R:3:mulliken_charge:R:1
C 3.25946 -0.39159 -0.86756 0.0948
C 3.42774 -1.66461 -0.15566 -0.5119
C -2.90662 2.34594 -1.40784 -1.1210
C 0.88141 1.00999 3.70044 -1.1541
C -0.43680 -2.15827 -2.52257 -0.9175
C -2.81610 1.40900 -0.18576 -0.2284
C 0.91348 1.26189 2.11860 -0.0640
C -0.51306 -2.25558 -0.94095 -0.2926
O 0.72810 1.21293 -0.70582 -0.3336
O -1.89389 0.33956 -0.38160 -0.2738
O -0.28257 0.65461 1.57376 -0.2668
O 0.10046 -1.32646 -0.17445 -0.2795
Si -0.35533 0.24706 0.01753 0.3709
S 2.36610 0.78057 -1.30046 -0.0821
H 4.29312 -1.63639 0.54388 0.3112
H 3.69975 -2.39230 -0.93666 0.2896
H 2.43386 -1.90718 0.43429 0.1196
H -1.88698 2.83855 -1.37885 0.2452
H -2.88256 1.69408 -2.20976 0.3055
H -3.85737 2.80976 -1.43166 0.3948
H 0.90913 -0.05718 3.92611 0.2720
H 1.73211 1.47450 4.22573 0.3855
H -0.03918 1.56193 4.08564 0.2651
H -1.14944 -3.03143 -2.84910 0.3324
H -0.85222 -1.20143 -2.93377 0.2272
H 0.62564 -2.24783 -2.89903 0.2595
H -3.77422 1.05399 0.00751 0.4497
H -2.54586 2.08644 0.73377 0.1736
H 1.80135 0.71357 1.83493 0.1111
H 0.95515 2.23144 1.62627 0.3419
H -0.21783 -3.23685 -0.64402 0.4144
H -1.71683 -2.21871 -0.90293 0.1610
```

Results
- HOMO-LUMO gap (eV) = 9.40
- lowest unoccupied orbital energy (Eh) = 0.0122

=====

Verdict on stability: entry 2 comes out at the bottom.